No. 1
C13H22Br5N4O5 | wB97M-V/def2-TZVPD

```
49
Properties=species:S:1:pos:R:3:forces:R:3:lowdin_charge:R:1
N 3.703 0.353 1.299 -3.222 2.192 2.044 0.086
C 2.863 1.021 2.088 1.907 -1.699 -1.729 -0.181
C 1.273 1.118 1.832 0.344 1.746 0.217 -0.093
N 0.694 -0.089 1.172 -1.358 -2.297 -1.847 -0.045
C -0.194 -0.057 0.044 0.224 -2.226 0.201 -0.047
C -0.806 1.143 -0.820 -0.252 -0.098 -0.653 -0.106
O -0.788 0.685 -2.212 1.563 0.229 1.199 -0.126
C 0.530 1.029 -2.741 0.776 1.064 -1.098 -0.212
O 0.832 0.337 -3.970 0.162 0.453 1.556 -0.124
C 2.261 0.344 -4.247 0.977 0.524 -1.191 -0.156
C 2.952 1.798 -4.112 -0.537 -0.014 -0.206 -0.203
O 3.535 2.064 -2.808 -0.527 -0.749 -0.097 -0.113
N -0.534 -1.403 -0.369 3.397 1.832 4.197 0.218
C 0.171 -2.309 0.532 0.856 2.984 1.601 -0.181
O 0.069 -3.731 0.364 -1.048 3.313 1.492 -0.038
N 1.127 -4.265 -0.317 2.532 0.837 -1.803 0.025
O 1.859 -3.439 -0.761 -0.912 -1.680 0.611 0.064
C 0.976 -1.467 1.559 -3.031 -2.011 -3.810 -0.460
Br 2.088 -2.234 2.992 -1.528 1.235 -1.834 0.793
H 3.159 -0.053 0.515 0.332 -0.029 0.327 0.033
H 3.359 1.549 2.984 -1.299 -0.721 -1.351 0.134
H 1.104 1.999 1.096 0.246 -1.442 1.270 0.132
H 0.692 1.381 2.793 0.965 -0.681 -1.480 0.152
H -0.234 2.132 -0.747 -0.684 -1.467 0.313 0.100
H -1.911 1.355 -0.567 1.794 -0.520 -0.193 0.127
H 0.479 2.165 -2.977 0.254 -1.732 0.656 0.165
H 1.390 0.806 -2.008 -1.409 0.239 -0.548 0.132
H 2.377 0.028 -5.353 -0.463 0.451 1.869 0.147
H 2.836 -0.440 -3.631 -0.896 1.116 -0.529 0.137
H 3.768 1.960 -4.899 -1.149 -0.513 1.073 0.133
H 2.149 2.610 -4.286 1.212 -1.313 0.099 0.130
H 3.508 1.274 -2.225 0.126 0.648 -0.910 0.070
H -1.136 -1.663 -1.167 0.521 0.407 0.534 0.192
Br -0.891 -4.820 5.250 -0.091 -0.010 -0.035 0.596
C -1.954 -5.831 3.966 0.334 -0.075 0.030 -0.686
C -2.325 -4.984 2.775 -0.296 -0.071 -0.104 -0.707
Br -3.770 -3.748 3.205 0.138 0.068 -0.060 0.603
H -2.817 -6.222 4.505 0.074 0.130 -0.137 0.056
H -1.315 -6.663 3.661 -0.107 0.119 -0.020 0.061
H -2.715 -5.607 1.968 0.065 0.018 0.128 0.062
H -1.497 -4.385 2.397 -0.071 -0.159 0.162 0.018
Br -1.142 4.776 0.586 0.054 0.029 -0.059 0.609
C -3.046 5.189 0.658 -0.007 -0.031 0.305 -0.672
C -3.882 3.967 0.367 -0.255 0.080 -0.203 -0.690
Br -3.900 3.559 -1.539 0.119 -0.132 0.100 0.633
H -3.220 6.009 -0.038 0.019 -0.198 0.035 0.060
H -3.222 5.541 1.677 0.014 -0.085 -0.131 0.065
H -4.926 4.145 0.630 0.152 0.029 0.007 0.064
H -3.530 3.072 0.881 -0.015 0.212 0.002 0.044
```
Forces are in eV/Å.

Values from the calculation:
charge: +1

---

No. 2
C28H45AsCl2N10O7S3W | wB97M-V/def2-TZVPD

```
97
Properties=species:S:1:pos:R:3:forces:R:3:lowdin_charge:R:1
W -0.535 -0.343 0.046 -0.826 1.220 0.772 1.913
N 2.048 1.645 -1.005 0.102 0.064 -0.124 0.198
C 1.426 1.050 -2.024 -0.007 0.025 0.046 -0.455
N 2.018 1.014 -3.188 -0.018 0.037 -0.044 0.221
C 1.358 0.425 -4.195 -0.012 -0.025 -0.052 -0.362
N 1.965 0.229 -5.337 -0.010 -0.011 0.014 0.264
N 0.032 0.066 -4.114 0.103 -0.012 -0.156 0.243
C -0.480 0.113 -2.941 -0.077 0.006 -0.044 -0.294
N 0.180 0.479 -1.800 0.272 -0.287 0.450 -0.032
C -1.921 -0.102 -2.743 0.144 0.024 0.029 -0.210
C -2.752 -0.358 -3.787 -0.121 -0.031 -0.227 0.052
C -4.132 -0.412 -3.538 -0.010 -0.037 -0.158 0.038
C -4.582 -0.180 -2.270 -0.152 0.007 0.031 0.064
C -3.659 0.067 -1.245 0.000 0.177 0.263 -0.331
N -2.337 0.091 -1.460 0.169 -0.135 0.133 0.082
H 2.933 2.089 -1.214 -0.019 0.000 0.017 0.110
H 1.572 1.979 -0.185 -0.009 0.030 0.111 -0.005
H 2.930 0.504 -5.454 0.008 0.002 -0.001 0.152
H 1.467 -0.173 -6.117 -0.002 0.002 -0.002 0.150
H -2.337 -0.487 -4.777 -0.012 -0.004 0.005 0.140
H -4.829 -0.611 -4.342 0.013 0.003 0.008 0.145
H -5.633 -0.171 -2.014 0.024 0.001 -0.006 0.151
H -3.493 0.283 0.638 -0.024 -0.008 -0.053 0.062
O -0.551 -2.415 1.750 -0.059 -0.215 0.263 -0.457
As -2.364 -2.375 1.807 0.073 -0.086 -0.064 1.456
O -4.177 0.344 -0.048 0.082 -0.008 -0.064 0.100
O -2.051 -0.632 1.043 0.082 -0.176 -0.029 -0.696
C -2.871 -3.500 0.323 0.252 -0.036 -0.235 -0.354
C -4.161 -3.964 0.556 -0.046 -0.046 0.000 -0.096
C -4.778 -4.868 -0.311 -0.018 -0.095 -0.117 0.006
C -4.108 -5.321 -1.431 -0.130 -0.002 0.104 0.021
C -2.813 -4.870 -1.708 0.083 0.069 0.030 0.002
C -2.211 -3.985 -0.839 -0.089 0.120 0.126 -0.276
S -0.576 -3.502 -1.234 -0.383 0.148 -0.265 0.682
O 0.358 -3.935 -0.252 0.374 -0.206 0.431 -0.238
O -0.285 -3.595 -2.610 -0.111 0.084 0.023 -0.171
O -0.781 -1.883 -0.897 0.394 -0.430 -0.269 -0.511
H -0.184 -3.272 1.463 -0.049 0.025 -0.154 0.041
H -4.706 -3.639 1.436 -0.052 0.014 0.049 0.108
H -5.778 -5.219 -0.093 0.018 0.001 -0.011 0.140
H -4.576 -6.031 -2.100 -0.013 -0.002 0.008 0.142
H -2.289 -5.217 -2.592 -0.015 0.026 0.042 0.141
Cl 2.225 3.186 1.917 0.006 0.188 0.100 0.539
C 3.320 4.600 1.595 -0.036 -0.157 -0.033 -0.897
Cl 3.657 4.748 -0.114 0.047 0.005 -0.091 0.601
H 4.237 4.414 2.136 0.043 -0.036 0.047 0.045
H 2.806 5.482 1.951 -0.059 0.050 0.029 0.044
C 1.707 0.194 3.528 0.094 -0.022 -0.018 -0.336
S 0.126 0.544 2.745 0.129 -0.107 -0.275 0.833
C -0.935 -0.257 3.948 -0.040 0.030 0.093 -0.328
H 1.790 -0.856 3.804 0.025 0.022 0.021 0.051
H 1.740 0.796 4.437 0.021 0.028 -0.023 0.079
H 2.512 0.514 2.869 -0.027 -0.061 0.032 0.020
H -0.790 0.270 4.892 -0.019 -0.017 0.003 0.084
H -0.668 -1.303 4.065 -0.005 -0.037 0.037 0.047
H -1.972 -0.138 3.647 -0.029 0.003 0.014 0.025
C -1.725 3.822 3.302 0.016 -0.018 -0.056 -0.080
C -2.687 2.951 2.498 0.025 0.062 -0.003 -0.266
C -2.708 3.260 1.006 0.018 0.093 0.062 -0.297
S -1.100 3.117 0.218 0.110 -0.020 -0.084 1.133
O -0.709 1.571 0.353 -0.170 -0.041 0.005 -0.772
C -1.566 3.425 -1.508 -0.018 0.120 0.078 -0.296
C -1.146 4.859 -1.858 0.009 0.020 -0.006 -0.257
C 0.366 5.038 -1.933 -0.055 -0.067 0.027 -0.098
H -1.779 3.570 4.360 -0.016 0.010 -0.022 0.095
H -1.985 4.878 3.208 0.019 -0.036 -0.002 0.100
H -0.685 3.693 2.983 -0.075 0.010 0.024 0.037
H -3.712 3.098 2.844 0.018 -0.002 0.014 0.139
H -2.467 1.888 2.639 0.002 -0.008 -0.020 0.068
H -2.920 4.323 0.819 -0.021 -0.036 0.034 0.134
H -3.422 2.668 0.433 -0.003 -0.038 0.000 0.093
H -2.638 3.249 -1.595 -0.003 -0.022 -0.031 0.106
H -1.024 2.697 -2.105 0.115 -0.053 -0.056 0.082
H -1.596 5.568 -1.156 0.023 -0.026 -0.018 0.122
H -1.605 5.076 -2.825 -0.012 0.004 0.021 0.136
H 0.857 4.835 -0.976 -0.032 -0.002 -0.061 0.027
H 0.616 6.061 -2.207 -0.017 0.001 -0.003 0.100
H 0.800 4.380 -2.692 -0.010 0.023 0.033 0.084
C 5.954 -1.953 0.520 0.018 0.013 0.006 -0.056
C 5.280 -2.931 1.478 -0.027 0.111 -0.011 -0.395
C 4.944 -2.281 2.816 0.010 -0.001 0.017 -0.059
C 4.062 -3.598 0.842 -0.116 0.150 -0.051 -0.051
N 3.027 -2.594 0.436 0.413 -0.318 -0.082 -0.021
C 2.149 -1.952 1.165 -0.052 0.017 0.429 -0.123
N 1.498 -1.096 0.379 -0.302 0.059 -1.117 -0.104
N 2.031 -1.285 -0.871 0.218 -0.337 -0.477 0.008
N 2.925 -2.171 -0.850 -0.035 0.295 0.597 0.180
H 6.895 -1.603 0.943 -0.025 -0.002 -0.014 0.099
H 5.330 -1.067 0.346 0.020 -0.043 0.004 0.071
H 6.175 -2.412 -0.445 -0.003 0.014 0.037 0.093
H 5.964 -3.763 1.663 0.002 -0.028 0.007 0.157
H 4.338 -1.374 2.682 0.017 -0.036 -0.006 0.057
H 5.857 -1.962 3.318 -0.022 -0.002 -0.004 0.102
H 4.423 -2.967 3.492 0.030 0.032 -0.033 0.092
H 3.576 -4.295 1.523 -0.064 0.005 0.003 0.142
H 4.322 -4.119 -0.076 -0.048 0.000 -0.064 0.144
H 1.999 -2.115 2.215 -0.032 -0.025 0.009 0.136
```
Forces are in eV/Å.

Values from the calculation:
charge: +4
ΔE to the lowest compared entry with this formula, charge and spin: 33.32 kJ/mol

---

Number 1: orbital gap 8.41 eV, E_tot -380233.3812 eV. Number 2: orbital gap 6.58 eV, E_tot -179178.8195 eV.